[1]
Computed, not measured: C31H32BI2NO20P as an isolated structure, with ωB97M-V/def2-TZVPD.

Element x y z (Å)
C 4.913 -0.388 2.422
C 3.748 0.267 1.727
I 3.346 2.272 2.378
C 2.980 -0.268 0.824
I 3.421 -2.302 0.254
C 1.782 0.462 0.188
O 0.743 0.813 1.070
P -0.299 -0.601 1.257
B -1.933 0.274 0.672
O -1.946 1.041 -0.547
N -3.242 0.196 1.375
C -3.217 0.787 2.711
C -3.818 -1.157 1.365
O 0.179 -1.177 -0.338
C 0.995 -0.272 -0.968
O 1.723 -0.761 -2.084
H 4.614 -0.809 3.391
H 5.641 0.399 2.666
H 5.442 -1.118 1.811
H 2.176 1.456 -0.092
H -0.585 -0.048 2.597
H -1.077 -1.770 1.643
H 0.803 -1.269 1.943
H -2.376 0.451 -1.189
H -2.753 0.142 3.475
H -4.280 0.907 3.029
H -2.773 1.788 2.709
H -3.171 -1.876 0.851
H -4.762 -1.115 0.787
H -4.103 -1.484 2.375
H 0.432 0.587 -1.388
H 2.339 -0.051 -2.306
C 5.585 -7.337 -2.422
C 5.534 -6.716 -1.237
C 4.239 -6.236 -0.656
O 4.252 -5.696 0.433
C 3.020 -6.438 -1.432
C 3.072 -7.055 -2.617
C 4.364 -7.559 -3.186
O 4.349 -8.131 -4.261
O 1.983 -7.259 -3.361
O 6.626 -6.489 -0.506
H 6.513 -7.689 -2.850
H 2.094 -6.070 -1.010
H 2.292 -7.722 -4.163
H 6.313 -6.029 0.299
C -6.303 2.831 4.230
C -6.734 1.640 4.667
C -7.598 1.514 5.885
O -7.978 0.410 6.227
C -7.944 2.732 6.610
C -7.511 3.920 6.175
C -6.668 4.048 4.942
O -6.321 5.159 4.587
O -7.802 5.059 6.809
O -6.421 0.504 4.047
H -5.680 2.933 3.351
H -8.554 2.629 7.497
H -7.370 5.765 6.289
H -6.854 -0.206 4.559
C 5.880 0.103 -3.685
C 5.649 -0.104 -2.377
C 6.546 0.488 -1.325
O 6.296 0.292 -0.154
C 7.695 1.276 -1.767
C 7.917 1.472 -3.069
C 7.010 0.906 -4.117
O 7.258 1.137 -5.290
O 8.958 2.185 -3.516
O 4.626 -0.834 -1.957
H 5.243 -0.314 -4.454
H 8.343 1.682 -1.003
H 8.882 2.173 -4.490
H 4.648 -0.847 -0.952
C -3.500 2.997 -2.316
C -3.060 3.175 -3.568
C -3.845 3.953 -4.578
O -3.388 4.099 -5.699
C -5.135 4.502 -4.173
C -5.578 4.324 -2.925
C -4.779 3.567 -1.906
O -5.233 3.458 -0.782
O -6.753 4.807 -2.511
O -1.896 2.669 -3.989
H -2.935 2.433 -1.573
H -5.700 5.047 -4.916
H -6.827 4.539 -1.574
H -1.813 2.940 -4.923

Results
Charge: -1
Lowest unoccupied orbital energy: 0.0 eV

[2]
Computed, not measured: a 8-piece molecular cluster, C31H32BrF14O24PS overall, with ωB97M-V/def2-TZVPD.

Element x y z (Å)
C 2.914 3.049 1.395
C 3.580 2.342 0.209
S 3.751 0.547 0.359
C 2.073 -0.045 0.568
C 1.215 0.104 -0.691
C 1.256 -1.031 -1.719
C 0.127 -0.614 -2.634
O -0.014 -0.772 -3.804
O -0.791 0.121 -1.907
C -0.313 0.270 -0.550
P -1.170 -1.321 0.259
O 0.014 -2.039 1.089
Br -2.358 -0.593 2.005
C -0.824 1.628 -0.071
F -0.438 1.796 1.210
F -2.184 1.644 -0.118
C -0.414 2.952 -0.826
F 0.797 2.846 -1.400
F -0.354 3.944 0.081
C -1.409 3.450 -1.919
F -2.475 4.021 -1.350
F -0.793 4.374 -2.657
F -1.825 2.479 -2.726
H 2.132 3.735 1.063
H 2.461 2.334 2.084
H 3.639 3.625 1.970
H 3.072 2.577 -0.728
H 4.617 2.659 0.092
H 1.587 0.379 1.448
H 2.252 -1.095 0.794
H 1.606 0.957 -1.247
H 2.189 -1.069 -2.274
H 1.068 -2.011 -1.273
H 0.176 -1.621 1.958
C 2.778 -5.560 -0.167
C 2.202 -4.386 0.596
O 3.094 -3.335 0.253
C 3.655 -3.626 -0.950
O 4.234 -2.843 -1.631
O 3.417 -4.910 -1.278
F 2.233 -4.565 1.934
H 3.531 -6.062 0.441
H 2.035 -6.268 -0.516
H 1.190 -4.097 0.311
C -2.013 -7.877 3.122
C -1.286 -6.665 3.679
O -0.160 -6.571 2.828
C -0.463 -7.162 1.644
O 0.183 -7.058 0.654
O -1.611 -7.861 1.750
F -0.870 -6.847 4.953
H -1.641 -8.785 3.600
H -3.094 -7.825 3.192
H -1.846 -5.729 3.627
C -5.514 2.805 4.392
C -3.998 2.738 4.454
O -3.767 1.360 4.669
C -4.836 0.659 4.190
O -4.841 -0.512 4.019
O -5.854 1.501 3.917
F -3.490 3.442 5.491
H -5.921 2.947 5.394
H -5.903 3.559 3.714
H -3.485 3.044 3.541
C 6.057 -4.080 -4.144
C 7.493 -4.124 -3.657
O 7.731 -5.512 -3.531
C 6.883 -6.176 -4.367
O 6.970 -7.325 -4.639
O 5.946 -5.327 -4.841
F 7.659 -3.533 -2.451
H 5.367 -4.063 -3.301
H 5.839 -3.258 -4.818
H 8.226 -3.704 -4.348
C -4.105 3.065 -5.359
C -2.903 3.099 -6.286
O -3.404 3.804 -7.403
C -4.441 4.588 -6.998
O -4.940 5.443 -7.645
O -4.808 4.247 -5.738
F -2.509 1.865 -6.672
H -4.717 2.187 -5.573
H -3.852 3.100 -4.305
H -2.036 3.632 -5.891
C -1.984 7.298 -1.702
C -2.578 8.395 -0.839
O -1.966 9.554 -1.356
C -1.595 9.315 -2.648
O -1.244 10.142 -3.414
O -1.703 7.990 -2.917
F -2.253 8.257 0.470
H -1.051 6.938 -1.263
H -2.654 6.466 -1.890
H -3.662 8.500 -0.914
C -0.949 -2.074 6.098
C -0.354 -0.735 6.497
O 0.755 -0.623 5.615
C 0.510 -1.378 4.526
O 1.134 -1.327 3.510
O -0.551 -2.179 4.727
F 0.089 -0.722 7.771
H -0.482 -2.876 6.671
H -2.030 -2.126 6.173
H -1.009 0.124 6.342

Results
SMILES: CCSC[C@H]1CC(=O)O[C@]1(P(O)Br)C(F)(F)C(F)(F)C(F)(F)F.O=C1OC[C@@H](F)O1.O=C1OC[C@@H](F)O1.O=C1OC[C@@H](F)O1.O=C1OC[C@@H](F)O1.O=C1OC[C@@H](F)O1.O=C1OC[C@@H](F)O1.O=C1OC[C@@H](F)O1
Charge: 0
Lowest unoccupied orbital energy: -0.2 eV

[3]
Computed, not measured: C31H32BrN5O5V as an isolated structure, with ωB97M-V/def2-TZVPD.

Element x y z (Å)
V -0.044 0.034 -0.155
Br 0.326 -0.547 2.311
C 1.497 0.843 2.980
C 1.459 1.008 4.353
C 2.158 2.050 4.949
C 2.868 2.917 4.161
C 2.944 2.751 2.760
C 3.679 3.672 1.997
C 3.768 3.538 0.628
C 3.175 2.458 0.002
C 2.444 1.498 0.710
C 2.272 1.650 2.126
H 0.866 0.333 4.948
H 2.120 2.172 6.019
H 3.405 3.746 4.597
H 4.174 4.487 2.501
H 4.316 4.260 0.043
H 3.256 2.347 -1.072
N -2.126 -0.222 -0.271
C -2.957 0.481 0.691
C -2.798 2.000 0.577
C -1.425 2.528 0.992
N -0.390 2.139 0.043
H -2.409 -0.006 -1.226
H -2.220 -1.229 -0.155
H -2.667 0.157 1.696
H -4.024 0.239 0.554
H -3.548 2.471 1.216
H -3.003 2.307 -0.454
H -1.158 2.132 1.979
H -1.497 3.625 1.080
H 0.471 2.643 0.259
H -0.661 2.421 -0.900
O 1.950 0.410 0.020
C 2.733 0.049 -1.058
C 2.303 0.015 -2.383
C 3.262 -0.215 -3.388
C 2.927 -0.198 -4.731
C 1.600 0.027 -5.138
C 0.638 0.210 -4.185
C 0.919 0.190 -2.798
O -0.047 0.330 -1.971
N 3.922 -0.401 -5.708
O 3.609 -0.305 -6.894
O 5.063 -0.668 -5.336
H 3.797 0.019 -0.844
H 4.293 -0.381 -3.112
H 1.375 0.035 -6.192
H -0.392 0.376 -4.469
C 1.307 -6.388 0.650
N 1.187 -5.245 -0.227
N 0.181 -4.318 0.036
C 0.625 -3.042 -0.325
O -0.112 -2.048 -0.268
C 1.974 -3.212 -0.748
C 2.287 -4.533 -0.649
C 3.566 -5.221 -0.952
C -1.148 -4.719 0.190
C -1.618 -5.882 -0.423
C -2.925 -6.283 -0.227
C -3.781 -5.526 0.556
C -3.321 -4.356 1.142
C -2.011 -3.954 0.973
H 0.314 -6.743 0.919
H 1.849 -6.142 1.569
H 1.835 -7.181 0.124
H 2.596 -2.414 -1.106
H 4.220 -4.546 -1.495
H 3.390 -6.108 -1.557
H 4.066 -5.528 -0.034
H -0.963 -6.454 -1.061
H -3.277 -7.188 -0.698
H -4.799 -5.849 0.707
H -3.988 -3.763 1.750
H -1.640 -3.060 1.454

Results
Charge: 0
Spin multiplicity: 2
Lowest unoccupied orbital energy (alpha / beta): 0.0 / 0.0 eV
⟨S²⟩: 0.76

[4]
Computed, not measured: C31H32Cl2N4OS3SiTa as an isolated structure, with ωB97M-V/def2-TZVPD.

Element x y z (Å)
Ta 0.635 0.276 -0.254
C -3.119 -0.206 2.381
C -2.178 0.385 1.377
N -0.991 -0.121 1.252
N -0.683 -1.114 2.189
C 0.523 -1.000 2.606
S 1.667 0.196 2.005
S 1.173 -2.061 3.821
C -0.297 -3.010 4.258
C -1.255 -2.363 5.233
C -1.284 -1.000 5.491
C -2.225 -0.468 6.364
C -3.148 -1.294 6.986
C -3.119 -2.660 6.740
C -2.177 -3.188 5.873
C -2.530 1.605 0.645
C -3.834 2.125 0.659
C -4.111 3.382 0.165
C -3.079 4.179 -0.326
C -1.791 3.689 -0.379
C -1.531 2.397 0.062
O -0.285 1.912 -0.117
H -2.738 -0.028 3.389
H -4.115 0.210 2.311
H -3.155 -1.287 2.258
H -0.808 -3.245 3.324
H 0.085 -3.947 4.664
H -0.558 -0.340 5.031
H -2.227 0.596 6.564
H -3.878 -0.879 7.669
H -3.825 -3.316 7.231
H -2.155 -4.257 5.691
H -4.646 1.539 1.059
H -5.126 3.754 0.179
H -3.288 5.178 -0.682
H -0.975 4.275 -0.780
Cl 1.638 -2.456 -0.247
C 1.245 -2.642 -1.948
C 2.108 -3.361 -2.749
C 1.773 -3.531 -4.085
C 0.595 -2.998 -4.581
C -0.248 -2.277 -3.749
Cl -1.721 -1.652 -4.402
C 0.065 -2.061 -2.406
S -0.998 -1.203 -1.288
H 3.012 -3.782 -2.335
H 2.429 -4.090 -4.737
H 0.316 -3.138 -5.616
C 4.496 -0.882 0.739
C 4.153 0.000 -0.425
C 5.192 0.491 -1.199
C 4.919 1.213 -2.351
C 3.615 1.433 -2.749
C 2.608 0.926 -1.937
N 2.880 0.264 -0.785
N 1.243 0.988 -2.093
Si 0.484 1.854 -3.461
C 1.019 3.641 -3.378
C -1.370 1.786 -3.348
C 1.030 1.037 -5.045
H 5.150 -0.349 1.429
H 5.052 -1.743 0.363
H 3.635 -1.234 1.288
H 6.210 0.280 -0.905
H 5.734 1.590 -2.955
H 3.386 1.967 -3.657
H 0.821 4.050 -2.384
H 0.435 4.223 -4.096
H 2.072 3.812 -3.600
H -1.781 2.625 -2.787
H -1.749 0.860 -2.918
H -1.757 1.853 -4.368
H 2.110 0.980 -5.184
H 0.615 1.594 -5.889
H 0.632 0.022 -5.099

Results
Charge: +1
Lowest unoccupied orbital energy: -3.5 eV
ΔE to the lowest compared entry with this formula, charge and spin: 18.8 kcal/mol

[5]
Computed, not measured: C31H32CrN8O3S4 as an isolated structure, with ωB97M-V/def2-TZVPD.

Element x y z (Å)
Cr 0.486 0.020 -0.068
S -2.948 -0.508 0.753
C -2.699 -0.031 2.390
C -3.896 0.064 3.206
N -4.863 0.143 3.826
C -1.509 0.275 2.978
S 0.106 0.308 2.264
C -1.491 0.625 4.375
N -1.424 0.890 5.496
O -0.741 -1.550 -2.739
S 0.443 -0.903 -3.235
O 0.335 -0.141 -4.451
N 1.070 -0.033 -2.017
C 2.080 0.896 -2.336
C 2.853 0.955 -3.479
C 3.823 1.965 -3.644
C 4.036 2.921 -2.696
C 3.277 2.889 -1.506
C 3.429 3.824 -0.460
C 2.658 3.713 0.655
C 1.738 2.653 0.760
N 1.573 1.758 -0.184
C 2.316 1.874 -1.329
C 1.658 -2.156 -3.576
C 1.860 -2.538 -4.897
C 2.799 -3.518 -5.182
C 3.533 -4.099 -4.155
C 3.329 -3.702 -2.839
C 2.390 -2.725 -2.542
H 2.700 0.235 -4.267
H 4.408 1.977 -4.557
H 4.777 3.699 -2.837
H 4.163 4.618 -0.557
H 2.749 4.413 1.474
H 1.136 2.521 1.649
H 1.287 -2.056 -5.680
H 2.964 -3.824 -6.209
H 4.268 -4.862 -4.382
H 3.908 -4.150 -2.039
H 2.220 -2.400 -1.524
C 2.313 -3.753 4.803
C 1.591 -2.411 4.676
C 0.247 -2.535 3.981
N 0.467 -2.841 2.561
C -0.474 -2.929 1.631
S -0.191 -2.658 -0.013
N -1.756 -3.232 2.026
C -2.243 -4.161 2.940
O -3.403 -4.144 3.272
C -1.321 -5.251 3.408
C -1.463 -5.715 4.711
C -0.653 -6.739 5.176
C 0.283 -7.321 4.329
C 0.400 -6.884 3.016
C -0.397 -5.845 2.556
H 3.290 -3.633 5.273
H 2.460 -4.217 3.825
H 1.724 -4.448 5.408
H 2.209 -1.696 4.120
H 1.425 -1.977 5.662
H -0.315 -1.605 4.065
H -0.327 -3.332 4.448
H 1.339 -2.499 2.180
H -2.461 -2.743 1.464
H -2.213 -5.260 5.347
H -0.756 -7.088 6.195
H 0.918 -8.121 4.691
H 1.113 -7.352 2.349
H -0.307 -5.503 1.529
C 2.377 -0.668 0.522
H 3.133 -0.285 -0.174
H 2.471 -1.755 0.520
H 2.632 -0.298 1.519
N -1.928 1.316 -2.044
N -1.172 1.641 -0.871
H -2.912 1.453 -1.849
H -1.806 0.327 -2.220
H -1.765 1.548 -0.046
H -0.880 2.605 -0.957

Results
Charge: -1
Spin multiplicity: 2
Lowest unoccupied orbital energy (alpha / beta): 1.8 / 1.7 eV
⟨S²⟩: 0.76
ΔE to the lowest compared entry with this formula, charge and spin: 6.1 kcal/mol

[6]
Computed, not measured: C31H32F5FeN2OP2S2Te as an isolated structure, with ωB97M-V/def2-TZVPD.

Element x y z (Å)
Fe -1.824 -0.432 1.294
S -0.372 3.300 0.454
P 0.038 1.699 -0.605
C -0.270 0.161 0.209
P 0.161 -1.448 -0.362
S -0.289 -2.630 1.174
C 1.943 -1.620 -0.771
C 2.834 -2.096 0.182
C 4.184 -2.205 -0.122
C 4.647 -1.832 -1.375
C 3.759 -1.352 -2.328
C 2.412 -1.246 -2.028
C -0.554 -2.156 -1.900
C -1.543 -1.565 -2.672
C -2.018 -2.223 -3.800
C -1.509 -3.461 -4.155
C -0.525 -4.057 -3.376
C -0.055 -3.411 -2.247
C -0.909 1.650 -2.158
C -0.366 1.273 -3.383
C -1.180 1.194 -4.502
C -2.540 1.452 -4.393
C -3.086 1.807 -3.166
C -2.273 1.915 -2.048
C 1.798 1.886 -1.074
C 2.796 1.322 -0.288
C 4.130 1.604 -0.541
C 4.474 2.456 -1.578
C 3.479 3.049 -2.347
C 2.147 2.775 -2.088
H 2.457 -2.391 1.154
H 4.874 -2.585 0.621
H 5.699 -1.927 -1.615
H 4.119 -1.057 -3.306
H 1.710 -0.887 -2.773
H -1.967 -0.617 -2.383
H -2.801 -1.764 -4.390
H -1.887 -3.972 -5.032
H -0.127 -5.027 -3.649
H 0.690 -3.886 -1.619
H 0.688 1.038 -3.463
H -0.755 0.919 -5.459
H -3.176 1.367 -5.265
H -4.148 1.990 -3.071
H -2.690 2.183 -1.083
H 2.523 0.663 0.527
H 4.899 1.153 0.074
H 5.516 2.673 -1.780
H 3.745 3.732 -3.144
H 1.369 3.266 -2.660
F -5.930 1.350 1.208
Te -4.643 -0.253 1.375
F -3.155 1.254 1.055
F -5.917 -1.272 2.488
F -2.749 -0.953 -0.300
F -4.506 0.689 3.082
O -3.180 -1.188 2.185
C -1.348 1.410 3.386
C -0.747 2.013 4.681
N -0.097 0.965 5.466
C -1.057 -0.114 5.705
C -1.483 -0.775 4.367
N -0.907 -0.001 3.253
C 0.561 -0.075 3.322
C 1.033 0.442 4.708
H -1.026 1.969 2.510
H -2.438 1.423 3.409
H -1.528 2.473 5.289
H -0.005 2.782 4.450
H -1.918 0.319 6.216
H -0.592 -0.842 6.373
H -2.564 -0.795 4.245
H -1.120 -1.802 4.285
H 0.966 0.533 2.510
H 0.856 -1.109 3.157
H 1.773 1.238 4.593
H 1.493 -0.360 5.290

Results
Charge: -1
Spin multiplicity: 5
Lowest unoccupied orbital energy (alpha / beta): 1.8 / 0.7 eV
⟨S²⟩: 6.06
ΔE to the lowest compared entry with this formula, charge and spin: 15.8 kcal/mol